## one
C6H10OS | ωB97M-V/def2-TZVPD

CARTESIAN COORDINATES (ANGSTROEM)
C1 1.18204 2.81268 0.66254
C2 0.83627 2.46373 1.86550
C3 0.91629 -0.92497 -0.62397
C4 -1.34471 -0.72958 -1.36743
C5 1.69730 -1.24491 0.62733
C6 -2.79594 -1.06879 -0.99461
O1 -0.38629 -1.09568 -0.58209
S1 1.72962 3.29135 -0.72496
H1 -0.21745 2.65762 2.03852
H2 1.53684 2.13761 2.64429
H3 1.24629 -0.40258 -1.49630
H4 -1.09833 -0.17901 -2.16916
H5 1.04571 -1.40014 1.43101
H6 2.58988 -0.53041 0.98463
H7 2.37842 -2.11017 0.48872
H8 -3.20262 -0.31966 -0.30440
H9 -2.72221 -2.06425 -0.50580
H10 -3.39109 -1.29284 -1.97384

## Properties
HOMO-LUMO gap = 6.23 eV
2S+1 = 1
LUMO level = -0.003 Eh

## two
C6H10OS | ωB97M-V/def2-TZVPD

CARTESIAN COORDINATES (ANGSTROEM)
C1 1.81062 -1.34390 -0.15200
C2 1.39558 -2.55084 -0.33454
C3 -0.75198 -0.23309 -0.32798
C4 0.50293 1.58678 -0.04068
C5 -1.89815 -0.97580 0.28684
C6 0.76266 2.79144 0.79978
O1 -0.43263 0.87212 0.30889
S1 2.56071 0.05376 -0.12983
H1 1.90504 -3.33468 -0.87600
H2 0.51274 -2.84383 0.16956
H3 -0.44881 -0.41699 -1.29885
H4 0.72853 1.72291 -1.14187
H5 -1.54496 -1.07340 1.39083
H6 -2.06570 -1.97541 -0.04368
H7 -2.77492 -0.28792 0.19681
H8 -0.03917 3.59692 0.86917
H9 1.65498 3.25874 0.54154
H10 0.73932 2.47734 1.85896

## Properties
HOMO-LUMO gap (spin up / spin down) = 7.29 / 7.24 eV
2S+1 = 1
LUMO level (spin up / spin down) = 0.012 / 0.020 Eh

What are the relative energies? In eV: one 0.246; two 0.000.

## one
C6H10OS | ωB97M-V/def2-TZVPD

CARTESIAN COORDINATES (ANGSTROEM)
C1 0.16660 1.30178 2.35553
C2 -0.12785 1.38594 0.98189
C3 -0.11649 0.09364 0.24046
C4 -1.53270 -0.04990 -0.43749
O1 -1.52999 -1.07746 -1.49952
C5 0.93744 0.15328 -0.84097
C6 1.37814 -1.24574 -1.13405
S1 1.75020 1.56702 -1.41918
H1 0.06647 0.38465 3.00865
H2 0.16730 2.31726 2.69381
H3 -0.19683 2.35345 0.30290
H4 0.06815 -0.78776 0.71744
H5 -2.38704 -0.26979 0.32221
H6 -1.72448 0.95155 -0.83454
H7 -1.61307 -1.94729 -0.93129
H8 2.35395 -1.54617 -1.78099
H9 1.76539 -1.78321 -0.23179
H10 0.57480 -1.80126 -1.51308

## Properties
HOMO-LUMO gap = 8.27 eV
SMILES string = C=C[C@@H](CO)C(C)=S
2S+1 = 1
LUMO level = -0.011 Eh

## two
C6H10OS | ωB97M-V/def2-TZVPD

CARTESIAN COORDINATES (ANGSTROEM)
C1 0.68546 -1.63582 -0.62906
C2 0.58126 -0.30362 -0.74619
C3 1.78658 0.51236 -0.90122
C4 -0.75272 0.04103 -1.12623
C5 -1.80926 0.28441 -0.31450
C6 -1.71605 0.67286 1.16627
S1 -0.00690 1.22303 1.55736
O1 0.54485 0.07194 2.68415
H1 1.65016 -2.14790 -0.38751
H2 -0.13357 -2.35950 -0.62266
H3 2.21695 0.64332 -1.93591
H4 2.76106 0.33425 -0.37959
H5 1.59620 1.62637 -0.73598
H6 -0.88283 -0.04134 -2.23463
H7 -2.82333 0.43811 -0.72092
H8 -2.40932 1.51278 1.20503
H9 -2.06560 0.03310 1.98021
H10 0.77707 -0.90537 2.14139

## Properties
HOMO-LUMO gap = 9.12 eV
SMILES string = C=C(C)/C=C\CSO
2S+1 = 1
LUMO level = 0.025 Eh

What are the relative energies? In eV: one 0.082; two 0.000.